Entry 1:
Below is the ion C2H2N5O2 with charge -1 in a non-equilibrium geometry, with properties calculated with ωB97M-V with the def2-TZVPD basis set.

Results
* orbital gap (alpha / beta): 7.067 / 7.066 eV
* 2S+1: 1
* relative energy (zero: lowest compared OMol25 entry of this formula, charge and spin): 279.2 kJ/mol
* E: -501.5170 Ha
* charge: -1

Structure (XYZ):
```
11
Properties=species:S:1:pos:R:3:forces:R:3:nbo_charge:R:1
O 0.14037 0.52901 -2.66234 -0.76 -1.18 0.74 -0.44
O -0.71424 -1.40095 -3.22918 0.23 1.31 2.34 -0.45
N -0.81884 -0.75037 -1.09030 -1.53 -2.26 -0.71 -0.45
N -0.97040 0.81980 0.81345 0.51 -1.81 -2.32 -0.47
N 0.99546 0.24515 1.96829 -0.07 0.50 -0.25 -0.25
N -0.46054 -0.52388 -2.34597 0.97 1.07 -3.10 0.61
N 1.34428 -0.36363 0.84341 -1.37 0.67 1.11 -0.65
C -0.08878 0.94868 1.91714 -1.75 0.41 -0.31 -0.03
C -0.77182 0.04541 -0.13222 1.44 2.37 2.42 0.66
H 2.01472 -0.98638 1.22604 1.23 -0.99 -0.47 0.31
H -0.67021 1.43718 2.69169 1.11 -0.08 0.55 0.17
```
Forces are in eV/Å.

---

Entry 2:
Below is an isolated molecule of C2H2N6 in a non-equilibrium geometry, with properties calculated with ωB97M-V with the def2-TZVPD basis set.

Results
* orbital gap: 10.097 eV
* 2S+1: 1
* relative energy (zero: lowest compared OMol25 entry of this formula, charge and spin): 133.1 kJ/mol
* E: -405.8053 Ha
* SMILES: n1nc2[nH]nnc2[nH]1
* charge: 0

Structure (XYZ):
```
10
Properties=species:S:1:pos:R:3:forces:R:3:nbo_charge:R:1
N -1.01680 0.41576 1.21699 2.78 0.55 -0.45 -0.41
N 1.03170 -0.25107 1.25365 2.92 -0.66 -0.64 -0.25
N 0.07958 0.07358 1.98353 -1.94 0.17 -0.11 0.00
N 0.88448 -0.61402 -1.26639 1.86 1.96 2.14 -0.35
N -1.15793 0.30256 -1.36266 2.58 -0.91 -0.88 -0.23
N -0.17276 -0.31044 -2.03551 -1.27 0.63 -0.75 0.00
C 0.69332 -0.00394 -0.01401 -2.22 0.30 -2.57 0.17
C -0.59353 0.58140 -0.16169 0.06 -2.88 4.17 0.19
H -1.64542 0.48061 1.97131 -2.52 1.21 -0.48 0.44
H 1.89736 -0.67444 -1.58522 -2.26 -0.38 -0.43 0.44
```
Forces are in eV/Å.

---

Entry 3:
Below is an isolated molecule of C2H2N6 in a non-equilibrium geometry, with properties calculated with ωB97M-V with the def2-TZVPD basis set.

Results
* orbital gap: 8.389 eV
* 2S+1: 1
* relative energy (zero: lowest compared OMol25 entry of this formula, charge and spin): 210.4 kJ/mol
* E: -405.7759 Ha
* SMILES: [H]/N=c1/ncnnnn1
* charge: 0

Structure (XYZ):
```
10
Properties=species:S:1:pos:R:3:forces:R:3:nbo_charge:R:1
N -1.57283 -0.93157 0.47688 -0.68 0.26 0.36 0.01
N -1.83223 0.27262 0.52539 1.90 0.10 -1.30 -0.14
N 2.13264 0.09812 0.52963 0.65 -0.67 0.26 -0.55
N -0.67697 -1.59235 -0.44826 -0.72 -0.39 0.63 0.03
N 0.27420 1.15291 -0.41131 2.74 -2.22 -0.34 -0.40
N 0.51599 -1.35682 -0.42464 0.82 1.18 -1.20 -0.16
C 1.02353 -0.04262 -0.02406 -1.01 0.81 0.85 0.43
C -0.94912 1.17011 -0.28963 -3.23 0.57 0.77 0.23
H -1.47629 2.05745 -0.64900 -0.19 -0.26 0.13 0.19
H 2.56109 -0.82785 0.71500 -0.27 0.62 -0.17 0.36
```
Forces are in eV/Å.